[1]
{
  "formula": "C8H12N4O2",
  "method": "ωB97M-V/def2-TZVPD",
  "elements": ["C", "N", "N", "O", "C", "N", "C", "C", "C", "C", "O", "C", "C", "N", "H", "H", "H", "H", "H", "H", "H", "H", "H", "H", "H", "H"],
  "xyz": [[-2.20, 1.95, -0.70], [-1.32, 0.84, -0.28], [-1.68, 0.09, 0.70], [-2.94, 0.38, 1.07], [-0.03, 0.67, -0.75], [0.33, 1.58, -1.57], [1.70, 1.77, -1.88], [2.62, 0.88, -1.49], [2.30, -0.51, -0.96], [0.85, -0.56, -0.23], [1.07, -0.49, 1.22], [0.66, -1.61, 1.99], [-0.69, -2.11, 1.86], [-1.48, -2.86, 1.51], [-1.67, 2.62, -1.43], [-3.31, 1.67, -1.05], [-2.33, 2.78, 0.08], [-3.32, -0.15, 1.80], [2.01, 2.78, -2.17], [3.69, 1.12, -1.49], [2.26, -1.27, -1.67], [3.09, -0.67, -0.20], [0.25, -1.48, -0.50], [1.10, -1.45, 3.04], [1.21, -2.50, 1.73], [-2.19, -3.45, 1.38]],
  "total_charge": 2,
  "e_tot_ev": -18521.8312,
  "smiles": "C/[N+](=N\\O)C1=NC=CC[C@H]1OCC#[NH+]",
  "gap_ha": [0.258, 0.258]
}


[2]
{
  "formula": "C36H59N6O4S2SiTi",
  "method": "ωB97M-V/def2-TZVPD",
  "elements": ["Ti", "C", "C", "C", "C", "O", "Si", "S", "O", "C", "C", "C", "C", "O", "C", "C", "C", "C", "H", "H", "H", "H", "H", "H", "H", "H", "H", "H", "H", "H", "H", "H", "H", "H", "H", "H", "H", "H", "H", "H", "H", "H", "H", "H", "H", "C", "N", "C", "C", "C", "N", "C", "C", "H", "H", "H", "H", "H", "H", "H", "H", "H", "H", "H", "H", "H", "H", "H", "H", "N", "C", "C", "C", "C", "C", "C", "S", "N", "C", "C", "C", "C", "C", "C", "N", "H", "H", "H", "H", "H", "H", "H", "H", "H", "O", "C", "C", "C", "C", "C", "C", "N", "H", "H", "H", "H", "H", "H", "H"],
  "xyz": [[-0.13, -0.19, -1.19], [-1.33, -1.68, 4.21], [-2.22, -0.79, 3.37], [-2.82, 0.32, 4.21], [-3.31, -1.60, 2.66], [-1.36, -0.18, 2.29], [-0.46, 1.20, 2.45], [0.46, 1.34, 0.43], [-1.45, 2.45, 2.53], [-1.38, 3.86, 2.91], [0.08, 4.30, 2.99], [-2.12, 4.61, 1.82], [-2.07, 4.00, 4.25], [0.61, 1.19, 3.61], [1.98, 0.92, 4.05], [1.98, 1.13, 5.55], [2.33, -0.51, 3.69], [2.90, 1.91, 3.35], [-1.94, -2.22, 4.93], [-0.60, -1.09, 4.77], [-0.79, -2.40, 3.59], [-3.46, -0.12, 4.97], [-3.42, 1.00, 3.60], [-2.05, 0.90, 4.72], [-4.28, -1.42, 3.13], [-3.12, -2.67, 2.71], [-3.42, -1.31, 1.62], [0.61, 4.07, 2.06], [0.58, 3.83, 3.82], [0.12, 5.38, 3.13], [-1.57, 4.57, 0.87], [-2.23, 5.66, 2.09], [-3.11, 4.19, 1.67], [-1.58, 3.37, 5.00], [-3.12, 3.71, 4.18], [-2.02, 5.03, 4.59], [1.34, 0.41, 6.05], [1.63, 2.14, 5.80], [2.99, 1.02, 5.94], [1.66, -1.21, 4.19], [3.35, -0.73, 3.99], [2.24, -0.64, 2.62], [2.70, 2.93, 3.67], [2.78, 1.85, 2.27], [3.94, 1.68, 3.59], [-2.02, 2.30, -1.77], [-2.24, 0.94, -1.23], [-2.95, 1.14, 0.06], [-3.22, 0.25, -2.10], [-2.58, -0.12, -3.40], [-1.41, -1.00, -3.17], [-0.73, -1.09, -4.48], [-1.92, -2.36, -2.85], [-2.99, 2.77, -1.97], [-1.46, 2.26, -2.70], [-1.49, 2.89, -1.03], [-2.36, 1.73, 0.74], [-3.88, 1.68, -0.14], [-3.21, 0.18, 0.50], [-4.07, 0.91, -2.28], [-3.60, -0.62, -1.57], [-2.25, 0.76, -3.95], [-3.31, -0.63, -4.04], [-1.47, -1.29, -5.26], [-0.01, -1.90, -4.49], [-0.24, -0.14, -4.71], [-2.52, -2.74, -3.68], [-2.54, -2.33, -1.96], [-1.08, -3.04, -2.69], [2.82, -1.33, -4.31], [2.53, -2.63, -4.81], [2.90, -2.98, -6.10], [2.56, -4.24, -6.58], [1.83, -5.12, -5.80], [1.44, -4.75, -4.52], [1.82, -3.52, -4.02], [1.50, -3.07, -2.35], [1.32, -1.36, -2.52], [2.09, -0.74, -3.36], [2.14, 0.74, -3.22], [3.17, 1.49, -3.76], [3.18, 2.86, -3.55], [2.16, 3.42, -2.81], [1.19, 2.60, -2.28], [1.16, 1.27, -2.46], [3.34, -0.73, -4.94], [3.46, -2.29, -6.72], [2.87, -4.53, -7.58], [1.56, -6.10, -6.18], [0.88, -5.44, -3.90], [3.97, 1.02, -4.31], [3.98, 3.47, -3.96], [2.12, 4.49, -2.63], [0.41, 3.02, -1.68], [-1.28, -1.33, 0.06], [-0.79, -2.64, 0.42], [0.69, -2.54, 0.58], [1.46, -3.51, 1.20], [2.84, -3.35, 1.22], [3.39, -2.21, 0.63], [2.56, -1.29, 0.06], [1.22, -1.46, 0.01], [-1.39, -0.82, 0.98], [-1.07, -3.33, -0.37], [-1.28, -2.95, 1.35], [0.99, -4.37, 1.65], [3.47, -4.09, 1.69], [4.46, -2.04, 0.65], [2.94, -0.38, -0.39]],
  "total_charge": 3,
  "e_tot_ev": -108068.3056,
  "gap_ha": 0.223
}